{"formula": "C5H10IN3O2", "method": "ωB97M-V with the def2-TZVPD basis set", "elements": ["C", "C", "C", "C", "C", "N", "N", "N", "O", "O", "I", "H", "H", "H", "H", "H", "H", "H", "H", "H", "H"], "xyz": [[2.003, 7.338, 6.967], [-0.924, -3.239, -2.186], [1.862, 8.099, 5.830], [-2.123, -2.820, -0.138], [0.196, -4.136, -4.139], [-1.350, -2.441, -1.296], [-0.220, -3.072, -3.251], [-1.515, -5.350, -1.839], [2.106, 6.724, 7.890], [-2.495, -5.599, -2.340], [-0.964, -0.287, -1.439], [1.388, 7.522, 5.023], [2.843, 8.449, 5.472], [1.238, 8.985, 6.031], [-1.710, -2.351, 0.755], [-3.163, -2.505, -0.251], [-2.081, -3.904, -0.013], [-0.430, -4.159, -5.035], [0.120, -5.093, -3.621], [1.229, -3.978, -4.442], [0.067, -2.126, -3.517]], "nbo_charge": [0.9783, 0.4863, -0.8573, -0.4091, -0.4045, -0.4953, -0.5744, 0.3792, -0.1884, -0.0461, 0.2942, 0.3522, 0.3568, 0.3584, 0.2338, 0.2281, 0.2147, 0.2247, 0.2100, 0.2377, 0.4205], "mol_weight_da": 271.06, "orbital_gap_ev": [7.820, 7.594], "largest_force_ev_per_a": 2.52, "e_above_lowest_kcal_mol": 0.00, "energy_ha": -808.20004, "total_charge": 2}

{"formula": "C30H21N5O6Ta", "method": "ωB97M-V with the def2-TZVPD basis set", "elements": ["Ta", "O", "C", "C", "C", "C", "C", "C", "C", "O", "N", "N", "C", "C", "C", "C", "C", "C", "C", "O", "H", "H", "H", "H", "H", "H", "H", "H", "H", "H", "O", "C", "C", "O", "O", "C", "C", "C", "C", "C", "C", "C", "C", "C", "C", "C", "C", "H", "H", "H", "H", "H", "H", "H", "H", "H", "H", "H", "N", "C", "N", "C", "N"], "xyz": [[0.454, 0.230, -0.157], [0.123, 4.653, 0.402], [-0.654, 4.592, 1.504], [-1.236, 5.793, 1.906], [-2.044, 5.841, 3.019], [-2.295, 4.689, 3.770], [-1.728, 3.501, 3.383], [-0.904, 3.423, 2.244], [-0.371, 2.120, 1.872], [0.361, 2.014, 0.745], [-0.601, 1.048, 2.570], [0.062, -0.007, 1.955], [0.573, -0.932, 2.693], [1.549, -1.875, 2.205], [1.837, -3.011, 2.978], [2.844, -3.877, 2.618], [3.621, -3.601, 1.494], [3.388, -2.472, 0.731], [2.350, -1.620, 1.069], [2.140, -0.512, 0.298], [0.523, 3.789, 0.233], [-1.022, 6.678, 1.322], [-2.483, 6.784, 3.316], [-2.925, 4.732, 4.646], [-1.906, 2.598, 3.949], [0.318, -0.931, 3.750], [1.246, -3.202, 3.864], [3.042, -4.758, 3.213], [4.423, -4.271, 1.217], [3.992, -2.239, -0.135], [-1.666, 0.765, -0.428], [-2.191, 0.783, -1.803], [-0.923, 0.912, -2.676], [-0.940, 1.004, -3.855], [0.241, 0.902, -1.949], [-3.040, 2.030, -1.967], [-2.613, 3.225, -1.393], [-3.359, 4.381, -1.563], [-4.521, 4.349, -2.320], [-4.934, 3.163, -2.909], [-4.198, 2.001, -2.733], [-2.931, -0.522, -2.044], [-2.638, -1.385, -3.092], [-3.342, -2.577, -3.224], [-4.335, -2.914, -2.319], [-4.640, -2.044, -1.279], [-3.947, -0.853, -1.148], [-2.344, 0.968, 0.231], [-1.693, 3.269, -0.823], [-3.023, 5.304, -1.110], [-5.101, 5.252, -2.458], [-5.834, 3.140, -3.508], [-4.524, 1.078, -3.195], [-1.875, -1.137, -3.816], [-3.107, -3.245, -4.042], [-4.866, -3.850, -2.417], [-5.424, -2.290, -0.575], [-4.227, -0.171, -0.352], [-0.305, -1.577, -0.421], [-0.865, -2.626, -0.243], [-1.360, -3.690, 0.042], [-2.149, -4.639, -0.415], [-2.832, -5.499, -0.760]], "nbo_charge": [2.5390, -0.6535, 0.3570, -0.2754, -0.1316, -0.2478, -0.1376, -0.2098, 0.5667, -0.7887, -0.3670, -0.4142, 0.2069, -0.2271, -0.1224, -0.2179, -0.1259, -0.2722, 0.4099, -0.7121, 0.5023, 0.2399, 0.2295, 0.2309, 0.2349, 0.2311, 0.2302, 0.2406, 0.2386, 0.2464, -0.7589, 0.0910, 0.7929, -0.4802, -0.7570, -0.0163, -0.2330, -0.1838, -0.1830, -0.1928, -0.1986, 0.0039, -0.2264, -0.2040, -0.1740, -0.2070, -0.2316, 0.5439, 0.2132, 0.2267, 0.2287, 0.2297, 0.2312, 0.2393, 0.2332, 0.2392, 0.2313, 0.2084, -0.8391, 0.7967, -0.5347, 0.4156, -0.3051], "mol_weight_da": 728.47, "orbital_gap_ev": 6.863, "largest_force_ev_per_a": 0.31, "e_above_lowest_kcal_mol": 0.00, "energy_ha": -1937.97935, "total_charge": 1}

{"formula": "C37H67F2IN3O12S4", "method": "ωB97M-V with the def2-TZVPD basis set", "elements": ["C", "C", "O", "N", "H", "H", "C", "H", "H", "H", "H", "H", "H", "C", "C", "O", "N", "H", "H", "C", "H", "H", "H", "H", "H", "H", "C", "C", "O", "N", "H", "H", "C", "H", "H", "H", "H", "H", "H", "I", "O", "H", "F", "C", "C", "C", "C", "C", "C", "H", "H", "H", "H", "H", "F", "C", "C", "C", "C", "C", "C", "H", "H", "H", "H", "H", "C", "C", "C", "S", "O", "O", "C", "H", "H", "H", "H", "H", "H", "H", "H", "C", "C", "C", "S", "O", "O", "C", "H", "H", "H", "H", "H", "H", "H", "H", "C", "C", "C", "S", "O", "O", "C", "H", "H", "H", "H", "H", "H", "H", "H", "C", "C", "C", "S", "O", "O", "C", "H", "H", "H", "H", "H", "H", "H", "H"], "xyz": [[-4.005, 0.517, 2.687], [-3.398, 0.631, 4.007], [-3.032, 1.714, 4.458], [-2.844, -0.743, 4.484], [-3.862, -1.361, 4.647], [-2.360, -1.045, 3.685], [-2.087, -0.667, 5.791], [-3.107, 0.478, 2.098], [-4.711, 1.288, 2.494], [-4.621, -0.430, 2.563], [-2.683, -0.075, 6.461], [-1.195, -0.063, 5.565], [-1.719, -1.583, 6.097], [-0.545, -2.757, -1.282], [-0.006, -1.480, -0.688], [1.190, -1.197, -0.681], [-0.884, -0.629, 0.229], [-1.737, -0.742, -0.242], [-1.082, -1.174, 1.044], [-0.462, 0.835, 0.590], [0.346, -3.359, -1.710], [-1.315, -2.464, -2.084], [-0.968, -3.427, -0.559], [-0.669, 1.453, -0.188], [0.455, 0.847, 0.948], [-1.127, 1.225, 1.307], [-2.131, -5.425, 3.383], [-3.280, -5.042, 2.408], [-4.005, -5.747, 1.882], [-3.342, -3.487, 2.150], [-3.950, -3.237, 3.056], [-2.355, -3.161, 2.150], [-4.142, -3.075, 1.055], [-1.585, -4.708, 4.086], [-1.501, -6.088, 2.885], [-2.754, -6.227, 4.006], [-5.087, -3.285, 1.105], [-3.758, -3.416, 0.223], [-4.068, -1.876, 1.077], [-3.736, -0.006, -1.487], [-1.359, -1.794, 2.613], [-0.623, -2.078, 3.257], [-3.547, -3.379, -5.754], [-2.884, -4.544, -5.602], [-2.831, -5.522, -6.639], [-1.973, -6.568, -6.446], [-1.196, -6.632, -5.291], [-1.421, -5.836, -4.215], [-2.236, -4.654, -4.373], [-3.375, -5.332, -7.483], [-1.982, -7.308, -7.246], [-0.649, -7.674, -5.142], [-0.741, -6.126, -3.409], [-2.215, -4.016, -3.627], [5.488, -4.181, -5.876], [4.739, -4.011, -4.798], [4.566, -2.699, -4.248], [3.776, -2.683, -3.091], [3.365, -3.866, -2.456], [3.653, -5.098, -3.023], [4.301, -5.152, -4.169], [4.827, -1.724, -4.540], [3.415, -1.735, -2.724], [2.905, -3.940, -1.344], [3.228, -5.833, -2.567], [4.469, -6.077, -4.618], [4.568, -0.484, 0.770], [5.498, -0.148, -0.492], [6.730, 0.244, 0.061], [7.120, -0.761, 1.470], [7.869, -0.068, 2.472], [7.372, -2.085, 1.022], [5.448, -0.857, 2.057], [3.759, -1.325, 0.562], [3.927, 0.381, 0.929], [5.227, 0.516, -1.143], [5.619, -1.035, -0.964], [6.934, 1.224, 0.471], [7.549, 0.022, -0.755], [5.319, -0.170, 2.909], [5.318, -1.816, 2.511], [-0.485, 3.830, 3.800], [0.640, 3.747, 4.833], [1.854, 3.405, 4.145], [1.833, 4.189, 2.615], [2.040, 3.276, 1.559], [2.486, 5.452, 2.716], [0.076, 4.518, 2.529], [-1.285, 4.263, 4.313], [-0.593, 2.813, 3.773], [0.373, 2.986, 5.600], [0.844, 4.848, 5.106], [1.934, 2.415, 3.940], [2.714, 3.598, 4.831], [-0.283, 4.503, 1.368], [0.195, 5.687, 2.611], [1.583, 3.058, -3.603], [0.482, 3.038, -2.574], [0.808, 3.904, -1.539], [1.518, 5.240, -2.292], [2.621, 5.807, -1.606], [0.493, 6.130, -2.724], [1.946, 4.513, -3.862], [1.129, 2.729, -4.488], [2.357, 2.259, -3.279], [0.114, 2.033, -2.332], [-0.318, 3.524, -2.990], [1.594, 3.439, -0.923], [0.093, 4.250, -0.983], [3.064, 4.686, -4.215], [1.293, 4.888, -4.575], [-2.748, 6.142, -0.079], [-3.196, 5.249, -1.251], [-3.242, 3.862, -0.821], [-3.690, 3.965, 0.853], [-2.732, 3.132, 1.563], [-5.034, 3.766, 1.151], [-3.310, 5.678, 1.233], [-2.940, 7.164, -0.359], [-1.815, 6.115, 0.122], [-2.692, 5.328, -2.121], [-4.147, 5.781, -1.616], [-2.471, 3.254, -1.237], [-4.067, 3.309, -1.325], [-2.732, 5.841, 2.090], [-4.134, 6.199, 1.276]], "mulliken_charge": [-0.1008, 0.2902, -0.4304, 0.1277, 0.4595, 0.1011, -0.8956, -0.1614, 0.3807, 0.2365, 0.3998, 0.3128, 0.3809, -0.6534, 0.4990, -0.5324, 1.8426, -0.7828, -0.1718, -1.0170, 0.1913, 0.1445, 0.2678, 0.2887, 0.9087, -0.2116, -0.9901, 0.5913, -0.3539, 0.2112, 0.3307, 0.1214, -1.0910, 0.2298, 0.3731, 0.3654, 0.4646, 0.6369, -0.0311, -0.6364, -1.1428, 0.0714, -0.2674, 0.6641, -0.8141, -0.1631, -0.5367, -0.2345, -0.5236, 0.4912, 0.3461, 0.2202, 0.3002, 0.5197, -0.3163, 0.3207, -0.6964, -0.3219, -0.0596, -0.9351, -0.3568, 0.4963, 0.5754, 0.2053, 0.6137, 0.4780, 0.2079, -1.0740, -0.8761, 1.1695, -0.6734, -0.6455, -0.7265, -0.0312, -0.0133, 0.8417, 0.3246, 0.4048, 0.3698, 0.3398, 0.4222, -0.3223, -0.8446, -0.8850, 1.0716, -0.4759, -0.7166, 0.3627, 0.6087, -0.1534, 0.3219, 0.3216, 0.5546, 0.3795, -0.6790, 0.3743, -0.9519, -0.6692, 1.4423, 1.2212, -0.7171, -0.6928, -0.6971, 0.5479, 0.1318, 0.2625, 0.4349, -0.1091, -0.8950, 0.2863, 0.4353, -0.6202, -1.0857, -0.0823, 1.2316, -0.5138, -0.8171, -1.1074, 0.5067, 0.1767, 0.5297, 0.3115, -0.0541, 0.4342, 0.5419, 0.5293], "mol_weight_da": 1039.12, "orbital_gap_ev": 5.888, "largest_force_ev_per_a": 7.89, "e_above_lowest_kcal_mol": 3.68, "energy_ha": -4606.55784, "total_charge": 1}

{"formula": "C6H7Cl2N", "method": "ωB97M-V with the def2-TZVPD basis set", "elements": ["C", "C", "C", "C", "C", "C", "N", "Cl", "Cl", "H", "H", "H", "H", "H", "H", "H"], "xyz": [[1.297, -1.651, 2.158], [-1.208, 0.425, -0.726], [1.120, -1.019, 1.004], [0.035, 0.839, -0.483], [0.842, 0.386, 0.863], [-1.871, 0.516, -2.066], [1.251, 1.168, 1.709], [1.176, -1.849, -0.515], [1.064, 1.558, -1.597], [1.571, -2.762, 2.028], [1.241, -1.189, 3.126], [-1.736, -0.206, 0.084], [-1.667, 1.412, -2.620], [-1.375, -0.245, -2.664], [-2.929, 0.455, -1.954], [1.190, 2.162, 1.655]], "lowdin_spin": [0.2739, 0.3576, 0.1288, 0.3015, 0.1899, 0.0517, 0.2810, 0.1379, 0.1817, 0.0177, 0.0200, 0.0113, 0.0053, 0.0220, 0.0010, 0.0185], "mol_weight_da": 164.03, "multiplicity": 3, "orbital_gap_ev": [4.918, 3.806], "s_squared": 2.018, "largest_force_ev_per_a": 6.37, "e_above_lowest_kcal_mol": 30.43, "energy_ha": -1207.70833, "total_charge": 0}